A structure of composition C35H40F10N5O2Pt, computed with the ωB97M-V functional and the def2-TZVPD basis.

Values from the calculation:
Gap between HOMO and LUMO (spin up / spin down) ... 6.40 / 6.69 eV
Total charge ... -1
Energy ... -78909.3628 eV
Spin multiplicity ... 3
<S²> ... 2.01
LUMO energy (spin up / spin down) ... 2.3 / 2.3 eV

Element x y z (Å)
Pt (0.257, 0.187, 0.054)
C (-2.697, 1.083, -1.044)
N (-1.741, 1.483, -0.005)
C (-1.185, 2.807, -0.273)
C (-0.447, 2.802, -1.604)
N (-0.008, 1.450, -1.877)
C (0.677, 1.245, -3.033)
C (1.514, 2.138, -3.718)
F (1.819, 3.345, -3.187)
C (2.088, 1.853, -4.948)
F (2.897, 2.758, -5.531)
C (1.848, 0.654, -5.583)
F (2.415, 0.370, -6.771)
C (1.005, -0.250, -4.962)
F (0.725, -1.417, -5.568)
C (0.445, 0.048, -3.743)
F (-0.401, -0.861, -3.218)
C (-2.348, 1.388, 1.317)
C (-2.377, -0.063, 1.720)
N (-0.996, -0.497, 1.794)
C (-0.790, -1.570, 2.607)
C (-1.690, -2.632, 2.788)
F (-2.774, -2.739, 1.980)
C (-1.527, -3.640, 3.725)
F (-2.437, -4.632, 3.803)
C (-0.431, -3.651, 4.556)
F (-0.264, -4.616, 5.480)
C (0.490, -2.626, 4.421)
F (1.518, -2.558, 5.288)
C (0.328, -1.645, 3.467)
F (1.223, -0.655, 3.455)
H (-3.505, 1.826, -1.113)
H (-3.132, 0.117, -0.799)
H (-2.175, 0.998, -1.991)
H (-0.494, 3.036, 0.542)
H (-1.981, 3.568, -0.273)
H (0.342, 3.558, -1.555)
H (-1.138, 3.130, -2.399)
H (-3.351, 1.843, 1.325)
H (-1.712, 1.925, 2.023)
H (-2.998, -0.643, 1.026)
H (-2.865, -0.138, 2.702)
C (2.913, -3.377, 2.372)
N (1.844, -3.976, 1.588)
C (1.540, -5.358, 1.906)
C (0.802, -6.013, 0.760)
C (-0.388, -5.148, 0.404)
N (0.046, -3.794, 0.105)
C (-0.808, -3.021, -0.778)
C (1.057, -3.188, 0.779)
O (1.298, -1.991, 0.648)
H (3.867, -3.842, 2.122)
H (2.731, -3.532, 3.437)
H (2.976, -2.313, 2.167)
H (0.937, -5.415, 2.824)
H (2.483, -5.871, 2.108)
H (0.479, -7.017, 1.038)
H (1.464, -6.087, -0.107)
H (-1.123, -5.145, 1.220)
H (-0.892, -5.534, -0.484)
H (-0.868, -3.522, -1.748)
H (-0.389, -2.029, -0.934)
H (-1.814, -2.923, -0.363)
C (2.700, -2.095, -2.441)
C (4.091, -1.994, -1.840)
C (4.517, -3.426, -1.479)
C (4.341, -0.987, -0.696)
C (5.645, -1.024, -0.198)
C (6.132, -0.128, 0.733)
C (5.288, 0.889, 1.147)
C (3.988, 1.003, 0.677)
C (3.219, 2.233, 1.133)
C (2.111, 1.878, 2.112)
C (2.714, 3.075, -0.038)
C (3.458, 0.040, -0.239)
O (2.238, 0.163, -0.766)
H (2.761, -2.623, -3.397)
H (2.271, -1.119, -2.588)
H (2.029, -2.647, -1.787)
H (4.757, -1.664, -2.647)
H (3.940, -3.774, -0.626)
H (5.576, -3.530, -1.241)
H (4.301, -4.092, -2.320)
H (6.324, -1.775, -0.585)
H (7.154, -0.190, 1.085)
H (5.652, 1.639, 1.842)
H (3.937, 2.850, 1.685)
H (1.392, 1.228, 1.603)
H (1.592, 2.767, 2.486)
H (2.506, 1.319, 2.958)
H (1.980, 2.517, -0.616)
H (3.532, 3.340, -0.711)
H (2.256, 4.002, 0.324)

In elementary charge units, the Mulliken charges are: atom 1 (Pt): 3.672, atom 2 (C): -1.099, atom 3 (N): 0.508, atom 4 (C): -1.576, atom 5 (C): -0.500, atom 6 (N): 0.469, atom 7 (C): -0.601, atom 8 (C): -0.023, atom 9 (F): -0.422, atom 10 (C): 0.240, atom 11 (F): -0.345, atom 12 (C): 0.689, atom 13 (F): -0.347, atom 14 (C): 0.570, atom 15 (F): -0.410, atom 16 (C): -0.290, atom 17 (F): -0.474, atom 18 (C): -1.302, atom 19 (C): -0.552, atom 20 (N): -0.248, atom 21 (C): -0.400, atom 22 (C): 0.713, atom 23 (F): -0.502, atom 24 (C): 0.116, atom 25 (F): -0.423, atom 26 (C): 0.609, atom 27 (F): -0.418, atom 28 (C): 0.223, atom 29 (F): -0.450, atom 30 (C): 0.418, atom 31 (F): -0.413, atom 32 (H): 0.340, atom 33 (H): 0.268, atom 34 (H): 0.132, atom 35 (H): 0.317, atom 36 (H): 0.479, atom 37 (H): 0.368, atom 38 (H): 0.483, atom 39 (H): 0.359, atom 40 (H): 0.298, atom 41 (H): 0.259, atom 42 (H): 0.556, atom 43 (C): -1.300, atom 44 (N): 0.822, atom 45 (C): -0.511, atom 46 (C): -0.857, atom 47 (C): -0.498, atom 48 (N): 0.540, atom 49 (C): -0.912, atom 50 (C): -1.254, atom 51 (O): 0.331, atom 52 (H): 0.450, atom 53 (H): 0.426, atom 54 (H): 0.185, atom 55 (H): 0.050, atom 56 (H): 0.434, atom 57 (H): 0.417, atom 58 (H): 0.295, atom 59 (H): 0.135, atom 60 (H): 0.414, atom 61 (H): 0.499, atom 62 (H): -0.281, atom 63 (H): 0.284, atom 64 (C): -0.824, atom 65 (C): 0.731, atom 66 (C): -1.607, atom 67 (C): 0.516, atom 68 (C): -0.862, atom 69 (C): -1.527, atom 70 (C): -0.600, atom 71 (C): 0.422, atom 72 (C): 0.208, atom 73 (C): -1.783, atom 74 (C): -1.709, atom 75 (C): 0.005, atom 76 (O): -0.411, atom 77 (H): 0.627, atom 78 (H): -0.567, atom 79 (H): -0.057, atom 80 (H): 0.551, atom 81 (H): 0.209, atom 82 (H): 0.442, atom 83 (H): 0.420, atom 84 (H): 0.305, atom 85 (H): 0.347, atom 86 (H): 0.355, atom 87 (H): 0.713, atom 88 (H): 0.155, atom 89 (H): 0.506, atom 90 (H): 0.368, atom 91 (H): 0.201, atom 92 (H): 0.478, atom 93 (H): 0.426